Model 1:
Computed, not measured: CH3NO3S2 in the gas phase, with ωB97M-V/def2-TZVPD.

Geometry as ORCA input:
```
! wB97M-V def2-TZVPD RIJCOSX def2/J DEFGRID3
* xyz 0 1
C -1.34859 -0.20909 -0.01103
N 3.15779 1.37399 0.59940
O 0.67414 1.76843 -0.03814
O -0.02859 -2.28341 -1.17552
O 1.17890 -0.62201 0.42411
S 1.79746 0.92655 0.30588
S -0.26439 -1.63906 0.11313
H -1.37327 0.52855 -0.88323
H -2.46338 -0.34793 -0.11208
H -1.33008 0.50398 0.77750
*
```

LUMO energy: -1.53 eV
HOMO: -10.8 eV



Model 2:
Computed, not measured: CH3NO3S2 in the gas phase, with ωB97M-V/def2-TZVPD.

Geometry as ORCA input:
```
! wB97M-V def2-TZVPD RIJCOSX def2/J DEFGRID3
* xyz 0 1
C 0.15254 -0.07318 -0.17740
N -1.75223 3.81565 1.33426
O -1.45091 1.30300 2.10657
O -1.63227 1.77765 -0.42228
O 0.37740 2.35942 0.64961
S -1.34043 2.46687 1.29927
S -0.12229 1.66694 -0.63601
H -0.27995 -0.70583 -0.94271
H 1.21647 -0.25912 -0.10255
H -0.33719 -0.22864 0.77915
*
```

LUMO energy: 0.27 eV
HOMO: -10.4 eV



Result of the stability comparison: model 1 is the least stable of them.